1.
The following is a DFT calculation (wB97M-V/def2-TZVPD) of C22H15BrClNO7RhS as an isolated structure.

Properties
- Multiplicity: 1
- LUMO energy: 2.45 eV
- Frontier orbital gap: 0.2809 hartree
- Net charge: -1

Last column: Mulliken charge in e.
Positions of all 49 atoms, in Å:
H1 1.597 6.073 0.392  0.398
H2 -5.345 1.484 0.449  0.426
C1 1.693 2.694 0.526  1.276
C2 -3.274 1.542 -2.231  -0.639
C3 2.957 -0.711 0.911  -0.282
C4 2.150 4.009 0.409  -1.052
O1 -1.162 0.236 4.678  -0.682
Rh1 -0.185 0.485 0.621  -0.245
H3 5.154 -0.769 0.856  0.457
C5 -2.086 1.189 -1.595  -0.053
H4 1.998 -6.427 -2.157  0.366
H5 -0.735 -3.131 0.877  0.395
C6 -4.427 1.409 -0.120  -0.579
C7 0.156 -1.619 -0.744  1.612
C8 -3.229 1.063 0.495  0.103
C9 0.264 -4.108 -0.398  0.473
O2 0.200 -1.146 3.328  -0.599
H6 3.210 4.187 0.287  0.373
C10 0.763 -5.352 -0.793  -0.643
O3 -0.524 -1.517 0.332  -0.807
H7 -3.233 0.863 1.560  0.315
H8 1.778 -2.184 -2.734  0.404
C11 1.943 0.290 0.790  0.043
C12 -2.030 0.951 -0.220  0.000
C13 4.224 -0.223 0.797  -0.523
C14 2.003 -4.320 -2.587  -0.724
H9 -3.297 1.725 -3.298  0.407
C15 1.250 5.050 0.474  -0.225
H10 -1.188 1.088 -2.195  0.405
C16 2.521 1.513 0.583  -0.170
N1 0.366 2.449 0.655  0.259
C17 -4.429 1.651 -1.482  0.106
H11 2.750 -1.759 1.091  0.454
H12 2.684 -4.403 -3.423  0.398
C18 1.505 -3.090 -2.207  -0.532
O4 -0.547 -4.075 0.668  -0.727
C19 -0.498 3.461 0.745  -0.306
O5 0.439 -0.578 -1.381  -0.730
Br1 -6.062 2.142 -2.347  -0.258
O6 -2.122 -1.039 2.935  -0.611
H13 -1.534 3.183 0.875  0.474
H14 0.465 -6.223 -0.223  0.437
S1 4.260 1.470 0.534  -0.338
O7 -0.768 0.878 2.468  -0.703
Cl1 -0.968 -0.339 3.392  1.787
C20 0.633 -2.965 -1.126  -0.160
H15 -0.835 5.567 0.739  0.405
C21 1.618 -5.453 -1.871  -0.261
C22 -0.100 4.780 0.663  -0.927

2.
The following is a DFT calculation (wB97M-V/def2-TZVPD) of C24H31GeIrO2PS2 as an isolated structure.

Properties
- Multiplicity: 1
- LUMO energy (spin up / spin down): -13.08 / -13.08 eV
- Frontier orbital gap (spin up / spin down): 0.1497 / 0.1497 hartree
- Net charge: +3

Last column: Mulliken charge in e.
Positions of all 62 atoms, in Å:
P1 0.703 -1.749 -0.581  0.698
H1 -5.126 -1.445 0.916  0.475
C1 1.426 -3.186 -3.672  -1.240
C2 -0.086 -4.873 0.610  -1.347
C3 -2.986 4.611 -2.289  -0.526
C4 -3.953 -1.305 2.718  -0.527
H2 -1.092 -4.802 0.199  0.378
H3 0.705 -2.395 -3.883  0.297
H4 -0.454 -3.506 2.237  0.349
Ge1 -0.936 1.104 0.038  -1.883
H5 3.091 -3.599 -2.374  0.253
C5 -1.747 4.153 -2.712  -0.799
H6 -0.904 0.175 3.012  0.280
H7 1.835 -4.429 2.615  0.488
H8 3.743 -1.578 -3.679  0.480
C6 2.392 -2.795 -2.589  0.468
H9 1.866 -2.678 2.498  0.316
H10 -4.677 -1.834 3.326  0.456
H11 -4.576 4.399 -0.871  0.451
H12 1.259 1.350 -0.950  0.207
C7 -3.287 -0.412 0.597  -0.369
C8 2.771 3.423 0.179  -0.500
C9 -2.756 -0.836 3.316  -0.796
C10 -1.820 -0.175 2.551  0.097
H13 0.901 -4.106 -3.422  0.381
H14 0.925 4.491 -0.260  0.539
H15 -3.471 5.417 -2.822  0.443
C11 2.854 2.324 2.361  -0.698
H16 2.399 -3.697 1.121  0.295
C12 1.677 -3.594 1.932  -1.330
H17 1.998 -3.366 -4.583  0.458
H18 0.631 -5.031 -0.194  0.258
O1 1.636 -2.747 -1.259  -0.351
C13 3.471 2.650 1.136  -0.382
C14 -2.084 0.061 1.196  1.052
H19 -3.496 -0.224 -0.451  0.505
C15 3.112 -1.488 -2.794  -1.239
H20 3.377 1.704 3.078  0.539
H21 -0.162 2.753 -2.379  0.421
C16 1.467 3.898 0.465  -0.087
S1 -0.468 -0.639 -1.725  -0.108
H22 -2.592 -0.984 4.375  0.465
H23 -1.276 4.596 -3.579  0.453
H24 -0.054 -5.744 1.265  0.490
C17 -4.209 -1.089 1.364  -0.909
C18 -1.122 3.119 -2.028  -0.188
H25 4.466 2.286 0.916  0.566
C19 -3.608 4.039 -1.194  -0.723
H26 -3.493 2.548 0.345  0.430
H27 3.228 3.655 -0.774  0.526
H28 1.086 2.556 3.594  0.558
C20 0.864 3.586 1.697  -0.627
C21 0.259 -3.659 1.431  0.629
C22 1.554 2.799 2.649  -0.172
H29 -0.135 3.951 1.904  0.519
H30 3.768 -1.257 -1.951  0.334
O2 -0.044 -2.410 0.586  0.023
C23 -1.751 2.534 -0.933  1.273
H31 2.412 -0.669 -2.973  0.256
C24 -2.993 2.994 -0.510  -0.467
S2 2.066 -0.459 0.606  -0.321
Ir1 1.415 1.586 0.597  1.485

3.
The following is a DFT calculation (wB97M-V/def2-TZVPD) of one molecule with the formula C16H15Cl2NO3.

Properties
- Multiplicity: 1
- LUMO energy: 0.45 eV
- Frontier orbital gap: 0.3186 hartree
- Net charge: 0

Last column: Mulliken charge in e.
Positions of all 37 atoms, in Å:
H1 -2.586 3.183 0.230  0.425
O1 -3.408 -1.154 -0.455  -0.494
C1 -2.170 2.199 0.087  -0.769
C2 -2.999 -2.485 -0.683  -0.657
C3 1.910 -0.499 -0.282  0.614
H2 -0.725 -4.915 1.697  0.343
H3 3.245 1.318 1.347  0.434
N1 1.130 0.609 -0.082  -0.103
H4 -2.257 -2.539 -1.487  0.425
C4 -0.802 2.006 0.082  0.593
H5 6.270 -1.388 -1.462  0.389
C5 -0.349 -3.921 1.424  -0.822
C6 -1.111 -0.349 -0.279  0.155
H6 -3.915 -2.986 -1.003  0.291
C7 5.262 0.930 0.779  -0.744
H7 -0.676 -1.329 -0.402  0.759
H8 0.692 -3.988 1.118  0.229
H9 5.663 1.670 1.456  0.387
H10 -0.432 -3.260 2.296  0.327
C8 6.118 0.175 -0.006  -0.364
C9 -3.008 1.116 -0.094  0.364
O2 1.483 -1.601 -0.550  -0.633
Cl1 0.238 3.379 0.316  -0.285
H11 1.608 1.491 0.060  0.130
H12 3.820 -1.746 -1.576  0.419
C10 -2.410 -3.173 0.557  -0.503
O3 -1.042 -3.398 0.323  -0.260
C11 5.605 -0.791 -0.857  -0.567
C12 3.894 0.739 0.704  -0.341
H13 -2.921 -4.128 0.749  0.481
C13 -0.251 0.733 -0.100  -0.728
C14 3.371 -0.220 -0.160  0.300
H14 -2.554 -2.528 1.438  0.364
Cl2 -4.715 1.343 -0.093  -0.209
C15 -2.489 -0.174 -0.281  0.069
C16 4.239 -0.992 -0.927  -0.399
H15 7.184 0.333 0.053  0.381

Computed values of ΔE to the lowest compared entry with this formula, charge and spin (unit: kcal/mol) for the preceding records, in sequence: 24.5, 0.0, 2.7.
Computed values of maximum force (unit: hartree/bohr) for the preceding records, in sequence: 0.057, 0.045, 0.011.